The following is a DFT calculation (wB97M-V/def2-TZVPD) of C14H27FeO9 as an isolated structure at a distorted geometry.

```
51
C14H27FeO9, DFT wB97M-V/def2-TZVPD
Fe -5.5728 -25.9124 -19.7295
C -3.7289 -28.5273 -17.9928
C -4.9623 -27.8705 -17.3728
O -5.4845 -26.8648 -18.1473
H -3.4242 -29.4201 -17.4353
H -2.8651 -27.8583 -18.0105
H -3.9476 -28.8456 -19.0107
H -4.6891 -27.4914 -16.3770
H -5.6969 -28.6782 -17.2165
C -1.9774 -23.9814 -20.0630
C -2.6442 -25.2838 -20.4564
O -4.0130 -25.1994 -20.4061
H -0.9027 -24.1137 -19.9260
H -2.3642 -23.6388 -19.0991
H -2.2150 -23.2078 -20.7948
H -2.2766 -26.0747 -19.7765
H -2.2838 -25.6020 -21.4481
C -9.3780 -24.6607 -20.6587
C -8.2823 -25.5452 -21.2189
O -7.3468 -25.9300 -20.2718
H -10.1532 -24.5121 -21.4163
H -8.9867 -23.6762 -20.3971
H -9.8555 -25.0936 -19.7773
H -7.7868 -24.9607 -22.0148
H -8.6916 -26.4401 -21.7111
C -6.5881 -31.9904 -21.2006
C -5.8433 -30.9180 -21.9252
C -6.7040 -30.0728 -22.8838
O -6.2056 -28.7545 -22.6912
C -5.5713 -28.7003 -21.5133
O -5.2064 -27.7027 -20.9826
O -5.3450 -29.9306 -21.0196
H -5.9310 -32.7157 -20.7201
H -7.1604 -32.5995 -21.9093
H -7.2864 -31.5983 -20.4626
H -5.0311 -31.3520 -22.5155
H -7.7577 -30.1313 -22.5934
H -6.6126 -30.3863 -23.9189
C -5.5076 -20.2740 -16.2617
C -6.1315 -21.6455 -16.1200
C -7.5499 -21.7495 -16.6940
O -7.4177 -22.6520 -17.7988
C -6.1811 -23.1757 -17.8196
O -5.8474 -24.0652 -18.5286
O -5.3749 -22.5659 -16.9444
H -4.4933 -20.2366 -15.8796
H -6.1123 -19.5567 -15.6992
H -5.5782 -20.0015 -17.3150
H -6.0947 -22.0322 -15.1011
H -7.9098 -20.7804 -17.0487
H -8.3290 -22.1395 -16.0411
```

Values from the calculation:
* DFT total energy: -67770.40257 eV
* HOMO (alpha / beta): -8.2020 / -8.0822 eV
* ΔE to the lowest compared entry with this formula, charge and spin: 0.0 kcal per mole
* spin multiplicity: 6
* expectation value of S²: 8.76

Okay, here come the natural (NBO) numbers, in e, for every atom: 1.906, -0.632, -0.029, -0.876, 0.195, 0.198, 0.209, 0.146, 0.138, -0.623, -0.032, -0.890, 0.198, 0.204, 0.199, 0.138, 0.143, -0.622, -0.034, -0.904, 0.196, 0.202, 0.203, 0.140, 0.141, -0.633, 0.065, -0.091, -0.470, 1.021, -0.625, -0.476, 0.230, 0.220, 0.231, 0.185, 0.186, 0.204, -0.623, 0.064, -0.096, -0.474, 1.015, -0.624, -0.476, 0.233, 0.216, 0.220, 0.197, 0.191, 0.201